C4H5FO | ωB97M-V with the def2-TZVPD basis set

The LUMO energy is 0.0031 hartree. As for the total energy: -330.46416 a.u. The calculation puts the energy relative to the best compared isomer or geometry (same formula, charge and spin) at 0.642 eV. The SMILES is C/C(C=O)=C/F. Its total charge is 0.

CARTESIAN COORDINATES (ANGSTROEM)
F  -2.140  -1.296  -0.056
O  -2.115  1.310  -0.011
C  1.362  -0.063  -0.047
C  -0.821  -1.093  0.100
C  -0.883  1.284  0.011
C  -0.116  0.066  0.068
H  -0.325  -2.073  0.116
H  1.712  -1.144  -0.351
H  1.817  0.575  -0.779
H  1.859  0.209  0.912
H  -0.349  2.226  0.037

Force components x, y, z for each atom (eV/Å):
0.8 0.6 0.5
1.7 0.1 0.0
1.6 -1.6 0.9
0.3 -0.7 -0.8
-2.3 0.7 0.2
-1.4 -2.4 -0.5
-0.1 0.5 0.1
-0.9 2.0 0.8
-0.1 0.5 -0.6
-0.2 -0.3 -0.5
0.5 0.5 -0.1

Results of the natural (NBO) charge analysis, in e, for atoms 1 through 8: -0.30 -0.51 -0.62 0.36 0.38 -0.26 0.16 0.23

C5H8O | ωB97M-V with the def2-TZVPD basis set

The LUMO energy is 0.0351 hartree. As for the total energy: -270.48187 a.u. The calculation puts the energy relative to the best compared isomer or geometry (same formula, charge and spin) at 2.069 eV. The SMILES is C#CC[C@@H](C)O. Its total charge is 0.

CARTESIAN COORDINATES (ANGSTROEM)
O  -0.075  -1.484  -0.653
C  -0.611  -0.491  0.195
C  1.766  0.410  0.512
C  0.340  0.712  0.298
C  2.962  0.283  0.412
C  -1.925  -0.030  -0.421
H  -2.421  0.708  0.219
H  -0.040  1.439  1.021
H  4.016  0.241  0.224
H  -0.799  -0.908  1.199
H  0.292  1.215  -0.677
H  0.832  -1.653  -0.359
H  -2.606  -0.872  -0.574
H  -1.732  0.430  -1.397

Force components x, y, z for each atom (eV/Å):
0.2 -0.1 0.1
-0.2 0.2 0.2
0.3 0.2 -0.4
0.0 0.2 -0.2
-0.4 0.0 0.0
0.0 0.0 0.0
0.1 -0.1 -0.1
0.1 -0.2 0.1
-0.3 -0.1 0.3
0.1 0.1 -0.2
0.1 0.0 0.1
-0.1 -0.1 -0.1
0.1 0.1 0.1
0.0 -0.1 0.1

Results of the natural (NBO) charge analysis, in e, for atoms 1 through 8: -0.72 0.11 -0.03 -0.51 -0.23 -0.62 0.21 0.24

C35H74N3O11PSi2 | ωB97M-V with the def2-TZVPD basis set

The LUMO energy is 0.0143 hartree. As for the total energy: -3289.76641 a.u. Its total charge is 0.

CARTESIAN COORDINATES (ANGSTROEM)
P  6.191  0.849  4.884
Si  5.226  1.611  3.011
Si  2.898  1.038  1.417
O  -0.040  -2.532  -11.099
O  -8.729  -3.124  1.909
O  -1.247  -5.184  -10.213
O  0.336  4.600  7.340
O  0.260  3.457  10.160
O  -6.112  -2.854  0.377
O  4.059  0.379  2.525
O  -8.167  -0.631  0.231
O  0.783  -3.797  -8.442
O  0.802  0.427  -0.223
O  1.325  1.760  7.887
N  5.418  5.589  3.753
N  5.254  1.103  6.166
N  7.144  3.090  1.422
C  0.399  -2.438  -8.636
C  -8.645  -0.644  1.574
C  -4.964  -3.067  1.177
C  -1.685  0.437  -2.016
C  2.230  -0.987  -1.956
C  5.462  4.319  4.153
C  1.045  -1.735  -4.316
C  3.622  -2.466  -3.847
C  4.422  3.281  3.481
C  -8.440  -3.573  0.587
C  0.788  0.717  7.098
C  1.668  4.160  7.618
C  3.670  1.722  -0.215
C  0.955  -0.279  -1.445
C  -8.160  -1.881  2.326
C  2.166  -3.973  -8.201
C  6.613  1.718  1.689
C  0.426  -3.847  -11.395
C  6.289  3.887  0.504
C  -0.651  -4.931  -11.479
C  -0.303  -0.296  -2.391
C  -2.662  -5.200  -10.244
C  1.521  -0.189  0.880
C  2.017  2.755  7.134
C  -0.736  3.905  7.972
C  -1.448  2.004  -1.621
C  -0.581  -2.298  -9.798
C  -2.575  -0.356  -0.946
C  2.291  -1.706  -3.355
C  -0.228  -1.014  -3.782
C  -0.833  4.072  9.490
C  -6.986  -3.974  0.325
C  0.875  4.289  11.125
C  -9.142  -0.248  -0.720
C  3.009  2.799  -0.867
H  -0.030  0.260  7.657
H  2.207  2.140  2.131
H  6.047  3.331  -0.478
H  1.270  -1.805  -8.826
H  -6.691  -4.752  1.038
H  0.948  5.327  10.785
H  4.600  1.301  -0.719
H  -0.737  2.853  7.684
H  -0.907  5.139  9.733
H  7.506  1.103  2.107
H  6.181  6.075  4.276
H  3.089  2.579  7.276
H  -1.747  3.577  9.842
H  -3.014  -6.182  -10.575
H  -4.569  -2.094  1.475
H  -9.737  -0.613  1.605
H  -0.184  -5.868  -11.808
H  3.171  -1.000  -1.311
H  6.244  3.983  4.919
H  2.379  -3.825  -7.137
H  3.912  3.837  2.626
H  2.778  -3.298  -8.803
H  0.777  -0.244  1.769
H  2.426  -4.998  -8.470
H  0.889  -3.775  -12.384
H  -8.457  -1.764  3.373
H  -2.244  2.691  -2.058
H  7.391  3.599  2.279
H  -8.796  -2.855  -0.152
H  6.318  1.182  0.713
H  1.230  -4.134  -10.716
H  -8.252  0.253  2.065
H  -7.072  -1.944  2.333
H  5.045  0.207  6.636
H  3.330  -3.221  -4.664
H  -5.196  -3.632  2.086
H  6.515  -0.558  4.706
H  -1.474  -2.903  -9.642
H  6.868  4.836  0.194
H  -1.149  -0.994  -4.476
H  1.898  4.287  8.675
H  -2.299  0.477  -2.997
H  0.387  1.082  6.149
H  1.887  3.918  11.300
H  3.623  3.050  4.289
H  -3.028  -5.011  -9.233
H  0.312  4.248  12.063
H  -1.424  2.027  -0.465
H  -2.750  -1.445  -1.239
H  -4.203  -3.600  0.596
H  -0.926  -1.259  -9.811
H  -0.085  -2.104  -7.712
H  -6.913  -4.393  -0.688
H  -3.625  0.132  -0.906
H  -8.842  -0.648  -1.689
H  -1.399  -4.641  -12.227
H  -9.184  0.844  -0.789
H  -9.052  -4.470  0.445
H  1.867  -1.261  0.699
H  4.161  -2.945  -2.961
H  -0.377  2.276  -1.957
H  4.337  -1.687  -4.314
H  2.272  3.519  -0.367
H  5.297  4.242  0.949
H  -3.066  -4.423  -10.901
H  1.785  2.676  6.068
H  -1.650  4.328  7.542
H  3.215  2.909  -1.997
H  -10.131  -0.646  -0.480
H  1.097  -2.251  -5.335
H  7.397  1.631  5.078
H  1.555  -0.042  6.914
H  2.321  4.860  7.086
H  -2.150  -0.228  0.119

Force components x, y, z for each atom (eV/Å):
-0.8 -0.1 2.1
-0.9 -1.0 -1.4
0.9 -0.3 -0.3
0.0 -0.2 0.2
0.2 0.2 -0.1
-0.3 0.4 -0.3
0.0 -0.2 0.2
0.1 0.5 -0.1
0.0 -0.2 0.5
0.2 2.5 -0.6
-0.5 -0.2 0.1
0.3 0.3 -0.3
0.8 -2.2 -1.6
-0.3 0.1 -0.5
1.0 -3.4 1.7
0.2 -0.9 -0.5
-0.8 -0.4 -0.8
-0.3 -0.5 -0.2
0.5 -0.3 -0.2
0.0 0.1 -0.3
0.1 0.2 -0.9
-2.3 -0.1 -1.8
-0.7 1.9 -1.6
0.2 2.2 4.6
-0.6 1.1 0.1
0.1 1.3 1.4
0.0 -0.1 -0.1
0.3 0.0 0.4
0.1 0.0 -0.1
-1.1 2.6 -0.9
-0.7 -1.4 -3.9
0.0 0.0 0.1
-0.3 -0.2 0.2
1.0 -0.6 0.0
0.0 -0.1 -0.1
0.0 1.1 -0.6
0.3 0.0 0.3
2.0 -1.3 -1.2
0.2 -0.2 0.1
-0.3 -0.7 1.7
0.0 0.1 0.6
-0.1 0.0 0.0
0.9 -1.3 0.9
-0.1 0.1 0.0
-0.5 0.9 0.2
-2.7 0.8 0.3
2.7 0.0 1.5
0.1 -0.4 -0.2
-0.2 0.4 -0.2
-0.1 -0.3 0.0
0.4 0.2 0.0
1.4 -2.2 0.4
0.0 0.0 0.1
0.0 0.0 -0.2
0.5 0.6 1.7
0.1 0.0 0.0
0.0 0.1 0.0
0.0 0.0 0.0
-1.7 0.2 0.4
0.1 0.0 0.2
0.1 0.0 0.0
-1.3 0.8 -0.7
-0.8 -0.2 -0.5
0.1 0.2 -0.2
-0.1 0.2 -0.2
-0.2 0.1 0.0
0.0 0.0 -0.1
0.0 0.0 -0.1
0.1 0.1 -0.2
-1.5 0.0 -1.0
-1.3 0.2 -1.0
0.2 0.1 0.0
0.7 -0.8 1.1
0.0 0.1 0.0
1.1 0.0 -1.4
-0.1 0.0 0.1
-0.2 0.1 0.0
-0.1 -0.1 -0.1
1.1 -1.0 0.7
-0.4 -0.3 -0.6
0.3 0.1 0.0
0.5 1.0 1.4
-0.2 -0.1 0.1
-0.1 0.0 0.3
0.0 0.1 -0.2
0.1 0.8 -0.2
0.6 1.1 1.5
0.0 0.0 0.0
0.4 1.0 -0.3
0.1 -0.2 0.2
-0.9 -1.4 0.5
1.5 0.0 1.4
0.0 -0.3 0.1
1.1 -0.3 1.5
0.0 0.0 -0.1
-0.1 -0.1 0.0
1.2 0.3 -1.2
0.1 -0.1 0.0
0.1 0.2 0.1
-0.2 0.4 -1.9
0.5 1.4 0.5
0.1 0.0 0.2
0.2 0.0 -0.1
-0.1 0.3 -0.1
-0.2 -0.2 0.1
1.7 -0.7 -0.1
0.1 0.0 0.0
0.0 0.0 0.1
-0.2 0.0 -0.1
0.1 0.0 0.2
-0.5 1.4 -0.1
-0.8 0.5 -1.4
-1.9 -0.1 0.3
-1.1 -1.3 0.7
0.9 -1.5 -0.8
1.2 -0.5 -0.5
0.0 0.0 0.0
-0.1 -0.1 0.0
0.1 0.1 0.1
-0.2 0.4 2.0
-0.1 0.0 0.1
-0.2 0.9 1.7
-0.1 -0.7 -0.7
-0.1 -0.1 -0.2
-0.1 -0.1 -0.1
-0.4 -0.5 -1.7

Results of the Löwdin charge analysis, in e, for atoms 1 through 8: 0.58 0.40 0.57 -0.12 -0.12 -0.20 -0.12 -0.20

H16O8 | ωB97M-V with the def2-TZVPD basis set

The LUMO energy is 0.0051 hartree. As for the total energy: -611.38708 a.u. The calculation puts the energy relative to the best compared isomer or geometry (same formula, charge and spin) at 5.321 eV. The SMILES is O.O.O.O.O.O.O.O. Its total charge is 0.

CARTESIAN COORDINATES (ANGSTROEM)
O  -0.567  -1.979  -1.264
O  2.096  2.142  -1.629
O  -2.633  2.465  -0.470
O  1.004  1.936  1.259
O  3.441  -1.393  -0.664
O  -2.955  -0.737  -0.762
O  -0.924  -1.692  1.600
O  0.894  0.241  1.942
H  -1.343  -2.540  -1.576
H  0.207  -2.497  -1.191
H  0.973  -0.575  2.369
H  0.631  1.285  0.717
H  -2.932  0.030  -1.325
H  -3.699  -0.593  -0.145
H  -1.180  -1.633  0.599
H  2.984  -2.263  -0.390
H  1.349  2.377  -1.083
H  2.508  1.537  -1.126
H  -3.003  2.929  0.312
H  3.331  -1.301  -1.609
H  -1.037  -2.658  1.730
H  1.705  0.731  2.161
H  1.471  2.569  0.676
H  -2.320  1.621  -0.128

Force components x, y, z for each atom (eV/Å):
-2.8 0.2 -0.7
-2.1 3.2 -2.7
-0.4 0.3 0.6
1.6 9.1 -2.6
-1.0 -1.9 1.2
-0.6 -0.4 0.9
-1.1 -1.3 -2.4
0.9 -4.4 2.7
1.8 1.0 0.6
1.0 -1.1 0.0
-0.3 -2.5 1.0
-0.8 -1.1 -1.3
-0.1 0.5 -0.5
0.5 -0.1 -0.5
0.9 0.2 2.3
1.1 2.2 -0.9
-0.5 0.3 -0.3
2.7 -3.6 2.6
0.4 -0.5 -0.7
-0.1 -0.2 -0.4
0.1 0.8 0.2
-0.7 -0.7 0.0
-0.5 0.1 0.5
0.1 0.1 0.2

Results of the natural (NBO) charge analysis, in e, for atoms 1 through 8: -0.95 -0.92 -0.95 -0.93 -0.94 -0.96 -0.97 -0.95